(1)
DFT (wB97M-V/def2-TZVPD) results for a molecular structure, C10H18N3S2SbSe4SiZn.

Output
charge = -2
HOMO level = -1.185 eV
energy above the lowest of the compared OMol25 structures with the same formula, charge and spin = 2.371 eV

Each line ends with the Mulliken charge.
Positions of all 40 atoms, in Å:
Zn (-1.22, -0.71, -0.62)  -0.237
C (4.60, 1.93, 0.85)  -1.038
Si (3.09, 1.70, 1.92)  0.207
C (3.63, 1.37, 3.68)  -1.041
C (2.16, 3.30, 1.91)  -0.970
C (2.28, 0.11, 1.33)  0.583
C (3.12, -1.01, 1.32)  -0.329
C (2.70, -2.25, 0.86)  -0.828
C (1.42, -2.35, 0.35)  -0.285
N (0.58, -1.31, 0.33)  -0.552
C (0.95, -0.09, 0.83)  0.921
S (-0.34, 1.08, 0.75)  -0.622
H (5.19, 2.80, 1.19)  0.295
H (4.29, 2.10, -0.19)  0.332
H (5.25, 1.04, 0.87)  0.314
H (4.19, 2.23, 4.10)  0.296
H (4.26, 0.48, 3.74)  0.316
H (2.74, 1.20, 4.30)  0.320
H (2.84, 4.08, 2.30)  0.282
H (1.27, 3.25, 2.54)  0.295
H (1.84, 3.57, 0.90)  0.323
H (4.14, -0.90, 1.68)  0.179
H (3.36, -3.12, 0.87)  0.361
H (1.04, -3.28, -0.06)  0.406
C (-5.18, -1.19, -2.23)  -0.969
N (-4.51, -1.80, -1.08)  -0.066
C (-4.10, -1.11, -0.03)  0.220
N (-4.53, 0.18, 0.04)  -0.416
S (-3.05, -1.75, 1.16)  -0.415
H (-5.23, -1.92, -3.03)  0.015
H (-4.59, -0.36, -2.64)  0.425
H (-6.18, -0.85, -1.96)  0.326
H (-4.01, -2.65, -1.23)  0.329
H (-4.78, 0.64, -0.82)  0.264
H (-4.05, 0.73, 0.72)  0.266
Se (-2.91, 1.42, -5.46)  -0.740
Sb (-2.64, -0.98, -5.16)  0.660
Se (-2.08, -1.31, -2.54)  0.000
Se (-4.74, -2.23, -5.19)  -0.723
Se (-0.78, -2.02, -6.30)  -0.702

(2)
DFT (wB97M-V/def2-TZVPD) results for a molecular structure, H18O9Y.

Output
charge = +3
HOMO level = -21.113 eV
energy above the lowest of the compared OMol25 structures with the same formula, charge and spin = 13.378 eV

Each line ends with the Mulliken charge.
Positions of all 28 atoms, in Å:
Y (0.13, 0.35, -0.06)  2.086
O (1.55, -1.17, -1.49)  -0.548
H (2.38, -1.72, -1.23)  0.285
H (1.34, -1.32, -2.40)  0.285
O (0.40, -2.11, 1.40)  -0.522
H (-0.52, -1.88, 1.14)  0.399
H (0.57, -3.04, 1.60)  0.327
O (-1.35, 0.53, 2.95)  -0.580
H (-1.58, -0.36, 3.17)  0.304
H (-1.88, 1.08, 3.55)  0.325
O (-1.52, -1.05, -0.11)  -0.841
H (3.28, -1.81, 1.65)  0.639
H (-2.09, -0.85, -0.81)  0.186
O (1.32, 2.65, -0.31)  -0.502
H (2.13, 3.11, -0.36)  0.295
H (0.64, 3.10, 0.21)  0.338
O (-0.59, 0.93, -2.02)  -0.798
H (-1.59, -0.50, -2.63)  0.525
H (-0.23, 0.92, -2.93)  0.323
O (-1.03, -1.48, -3.25)  -0.529
H (-1.43, -2.18, -3.88)  0.435
H (-1.12, -2.08, -2.41)  0.427
O (1.76, 0.78, 1.72)  -0.381
H (2.28, -0.06, 1.99)  0.114
H (2.04, 1.26, 2.53)  0.310
O (-1.24, 2.28, 0.44)  -0.646
H (-2.17, 2.49, 0.09)  0.347
H (-1.46, 2.14, 1.45)  0.397

(3)
DFT (wB97M-V/def2-TZVPD) results for C3H3ClN2O in the gas phase.

Output
charge = 0
HOMO level = -8.981 eV
energy above the lowest of the compared OMol25 structures with the same formula, charge and spin = 1.471 eV
SMILES = Oc1cc(Cl)[nH]n1

Each line ends with the Mulliken charge.
Positions of all 10 atoms, in Å:
O (-2.77, -0.63, 0.15)  -0.540
C (-1.55, -0.19, -0.16)  0.690
C (-0.38, -0.96, -0.19)  -0.710
C (0.70, 0.00, -0.01)  0.318
Cl (2.41, -0.23, 0.05)  -0.164
N (0.12, 1.12, 0.05)  0.148
N (-1.31, 1.10, -0.12)  -0.770
H (-3.32, 0.24, 0.48)  0.389
H (-0.28, -1.99, 0.00)  0.373
H (0.47, 2.12, 0.07)  0.265

(4)
DFT (wB97M-V/def2-TZVPD) results for a molecular structure, C21H18N5O2PtSe.

Output
charge = +1
HOMO level = -10.186 eV
energy above the lowest of the compared OMol25 structures with the same formula, charge and spin = 1.586 eV

Each line ends with the Mulliken charge.
Positions of all 48 atoms, in Å:
Pt (-0.04, 0.02, 0.07)  0.477
O (3.03, -2.41, -5.47)  -0.698
C (2.94, -1.19, -5.26)  0.473
O (3.30, -0.16, -5.84)  -0.698
C (2.18, -0.88, -3.90)  -0.396
C (1.99, 0.43, -3.49)  -0.841
C (1.33, 0.68, -2.31)  0.452
N (0.88, -0.35, -1.58)  -0.452
C (1.05, -1.63, -1.94)  0.458
C (1.71, -1.92, -3.11)  -0.856
C (0.47, -2.58, -0.96)  0.834
C (0.52, -3.95, -1.12)  -0.518
C (-0.05, -4.76, -0.15)  -0.460
C (-0.66, -4.18, 0.95)  -0.773
C (-0.67, -2.80, 1.05)  0.315
N (-0.12, -2.02, 0.12)  -0.073
C (1.02, 1.99, -1.70)  0.832
C (1.38, 3.19, -2.27)  -0.568
C (1.05, 4.37, -1.63)  -0.433
C (0.37, 4.32, -0.42)  -0.791
C (0.03, 3.08, 0.10)  0.341
N (0.35, 1.94, -0.52)  -0.061
H (2.37, 1.22, -4.13)  0.602
H (1.87, -2.94, -3.46)  0.600
H (1.00, -4.37, -1.99)  0.413
H (-0.02, -5.84, -0.26)  0.462
H (-1.11, -4.78, 1.72)  0.404
H (-1.13, -2.30, 1.89)  0.234
H (1.91, 3.19, -3.21)  0.408
H (1.32, 5.32, -2.06)  0.466
H (0.09, 5.21, 0.11)  0.402
H (-0.50, 2.98, 1.04)  0.236
C (-0.12, 0.84, 5.24)  -0.845
N (-1.54, 0.97, 4.97)  0.192
C (-2.53, 1.22, 5.90)  -0.354
C (-3.70, 1.26, 5.24)  -0.354
N (-3.42, 1.02, 3.90)  0.192
C (-4.40, 0.97, 2.82)  -0.845
C (-2.10, 0.85, 3.75)  -0.191
Se (-1.22, 0.51, 2.19)  -0.434
H (0.04, 0.99, 6.31)  0.310
H (0.44, 1.59, 4.68)  0.346
H (0.24, -0.14, 4.95)  0.345
H (-2.31, 1.36, 6.94)  0.422
H (-4.70, 1.43, 5.59)  0.423
H (-5.38, 1.15, 3.23)  0.310
H (-4.37, 0.00, 2.34)  0.345
H (-4.17, 1.73, 2.07)  0.346

(5)
DFT (wB97M-V/def2-TZVPD) results for C5H5N3 in the gas phase.

Output
charge = 0
HOMO level = -9.003 eV
energy above the lowest of the compared OMol25 structures with the same formula, charge and spin = 5.178 eV
SMILES = C#Cc1cnn(N)c1

Each line ends with the Mulliken charge.
Positions of all 13 atoms, in Å:
C (-2.16, 1.21, -2.37)  -0.151
C (-1.43, 0.92, -1.43)  -0.745
C (-0.37, 0.29, -0.66)  0.361
C (0.80, -0.43, -1.12)  -0.130
N (1.45, -0.96, 0.03)  -0.696
N (0.95, -0.21, 1.08)  0.617
N (1.21, -0.50, 2.43)  -0.722
C (-0.23, 0.46, 0.67)  -0.131
H (-3.05, 1.49, -2.97)  0.369
H (0.96, -0.88, -2.23)  0.304
H (0.53, -1.48, 2.70)  0.292
H (2.44, -0.72, 2.45)  0.335
H (-1.09, 0.81, 1.40)  0.295

(6)
DFT (wB97M-V/def2-TZVPD) results for C5H11NO in the gas phase.

Output
charge = 0
HOMO level = -9.581 eV
energy above the lowest of the compared OMol25 structures with the same formula, charge and spin = 1.157 eV
SMILES = NCCCCC=O

Each line ends with the Mulliken charge.
Positions of all 18 atoms, in Å:
N (2.74, -0.08, 0.00)  -0.556
C (1.74, 0.65, -0.79)  -0.559
C (0.57, 1.12, 0.07)  -0.700
C (-0.09, 0.02, 0.90)  -0.594
C (-0.75, -1.09, 0.05)  -0.497
C (-2.21, -0.86, -0.21)  -0.039
O (-2.78, 0.19, -0.08)  -0.464
H (3.60, -0.15, -0.53)  0.241
H (2.99, 0.50, 0.79)  0.216
H (1.41, -0.01, -1.61)  0.335
H (2.12, 1.54, -1.31)  0.325
H (-0.16, 1.60, -0.58)  0.325
H (0.92, 1.89, 0.76)  0.312
H (-0.86, 0.43, 1.55)  0.397
H (0.68, -0.46, 1.50)  0.398
H (-0.25, -1.10, -0.93)  0.159
H (-0.62, -2.05, 0.54)  0.339
H (-2.79, -1.74, -0.54)  0.362